Record 1
{"formula": "C48H96O12", "method": "ωB97M-V/def2-TZVPD", "total_charge": 0, "total_energy_ev": -75800.5989, "e_homo_ev": -6.07, "elements": ["H", "H", "H", "H", "H", "C", "H", "C", "O", "C", "C", "H", "H", "H", "H", "H", "H", "H", "H", "H", "C", "H", "O", "H", "C", "H", "C", "H", "H", "H", "C", "H", "H", "H", "C", "H", "H", "H", "H", "H", "H", "H", "C", "O", "O", "H", "C", "C", "C", "H", "H", "H", "H", "H", "H", "H", "H", "C", "H", "C", "C", "H", "H", "C", "H", "H", "C", "C", "H", "H", "C", "H", "H", "H", "C", "H", "H", "H", "C", "H", "C", "C", "H", "H", "C", "C", "O", "C", "H", "H", "H", "H", "H", "H", "C", "H", "O", "H", "C", "C", "C", "H", "H", "H", "H", "H", "H", "H", "C", "C", "C", "C", "H", "C", "C", "H", "C", "H", "C", "H", "H", "C", "H", "C", "O", "C", "C", "H", "C", "O", "H", "H", "C", "C", "H", "H", "H", "H", "H", "C", "H", "H", "H", "H", "H", "H", "H", "O", "O", "H", "H", "O", "H", "C", "H", "O"], "positions_angstrom": [[5.5144, 0.0892, 1.4776], [1.9539, 3.2072, -4.5376], [-1.0615, 0.9725, 2.2631], [-0.5127, -0.8365, -2.1188], [-0.8076, -3.0605, -1.2186], [3.4916, 0.5141, 0.1060], [3.2125, 3.1605, -3.2843], [0.6348, 0.7196, -0.4122], [0.5542, 2.1596, 2.6057], [-3.0038, -0.0580, 4.4259], [1.5397, -0.8784, -3.2467], [-1.6577, -1.1037, -4.7379], [0.5650, 1.8073, -0.4088], [-0.4409, -2.1827, 4.7408], [1.6396, 3.8035, -1.5922], [0.8361, 2.8285, 5.8261], [2.2551, 3.1965, 3.3343], [-1.5042, 1.4103, -2.9911], [-1.5734, 2.9445, -5.7399], [2.9855, 1.1339, -2.5627], [2.1846, 2.8865, -3.5218], [-2.7703, 0.0916, -3.9302], [-0.9042, 1.9751, -4.0407], [-2.7954, -0.8258, -0.8512], [-2.7430, -1.2986, 0.1295], [-0.5907, -1.7640, 1.0647], [0.8309, 1.3591, -2.4027], [3.7104, -1.0672, -2.9722], [2.1570, -2.1505, 3.8080], [-1.6655, 1.4902, 3.7714], [1.1855, -1.6773, 3.9508], [2.5031, 0.0638, 0.0147], [-2.5993, 0.2561, 1.7225], [4.2156, -0.7586, -1.4224], [2.8333, -1.7137, -2.9982], [5.4232, 0.4752, -0.7900], [1.2939, 0.7878, 1.6584], [2.6574, -0.4981, 3.7017], [-1.1832, 0.8532, -1.8627], [0.7320, -2.0504, -0.2271], [2.0731, 1.7104, 5.2495], [-2.8443, 2.5140, -4.6354], [0.1539, 1.1582, 4.6097], [1.9096, 1.5154, -3.2544], [-3.7458, -2.3519, 0.1441], [-3.8024, -0.3863, -3.6183], [4.3951, 0.2612, -1.0819], [-1.2043, -1.4994, -2.6388], [-0.6316, -2.3425, -3.8242], [-2.1568, 0.6172, 2.4027], [-2.3061, 2.7338, -2.1986], [-4.0044, -0.0856, 3.9945], [1.3800, 1.2259, -1.4706], [2.3413, 2.2618, 0.3177], [-2.2040, -4.6072, -2.1092], [-4.0008, 0.2747, 0.8341], [0.3008, 0.3957, -4.2928], [-0.6444, 0.6513, -3.8138], [-4.7991, -0.8379, 2.6487], [-4.3077, 0.3608, -1.8002], [-0.7923, 0.3278, -0.9914], [3.1832, -2.7367, -1.1175], [3.0385, -2.4217, -3.8011], [-3.2692, -0.4379, 1.2148], [-5.2646, -2.7710, 1.5701], [-5.0369, 1.0051, -1.3090], [-2.5368, -1.4231, 4.8317], [1.1575, 2.2326, 4.9719], [0.7475, 3.9482, 3.6965], [-3.2603, -3.4295, -2.8792], [1.4024, -1.5734, -0.9420], [-2.8063, 1.3844, -0.4386], [3.9897, 2.3910, 0.9943], [-3.7360, -3.4343, 1.9591], [3.3471, -0.2356, 2.8995], [1.4550, 0.3276, 2.8849], [0.2122, 0.5020, -2.6685], [0.9304, -2.5815, 1.2280], [-1.9046, 2.1601, -5.0594], [-1.2581, -0.6546, 1.6881], [-1.0428, -1.2769, 4.8137], [-4.2096, 0.5750, -3.3052], [-1.0113, -0.7033, -1.2686], [-2.4235, -2.2707, -0.9659], [2.3804, -2.4343, -1.7899], [-3.9264, -1.3335, 2.2235], [3.7817, 2.4627, -1.1861], [4.7943, 0.0758, 3.4472], [-2.7596, -2.2026, 4.1031], [2.6358, 1.7413, 3.1555], [-0.6258, -0.8013, 5.7014], [-1.7112, -1.6340, 0.2347], [-0.8011, 1.6836, 4.6107], [0.0901, 0.2034, 5.1315], [-2.2209, -3.6565, -2.6422], [3.2941, -1.0467, 2.1733], [-1.3189, -3.5967, -3.7826], [-0.8864, -1.7472, -4.7010], [-2.9017, 0.8101, -1.3601], [0.5440, 0.8720, 3.1334], [0.1639, -2.0540, 1.7958], [1.8993, -3.3102, -2.2251], [1.0820, -0.7611, 1.0357], [-0.6221, 2.7421, -3.0749], [-0.2442, -4.0567, 2.5235], [-2.2426, -0.0519, -1.4637], [1.7870, -0.5859, 2.1896], [2.1767, 0.9654, 1.5585], [5.3051, 0.8471, 2.2325], [-1.6791, -2.6047, -1.6887], [-4.1970, -2.5946, 1.4390], [0.6030, 0.2180, 1.0371], [-1.4906, -2.8529, 2.8147], [-2.4558, 1.7147, -2.5554], [3.3944, 2.0327, 0.1545], [3.9113, 0.0624, 1.0049], [1.2163, 2.9716, 3.5762], [-2.9718, 0.5232, 5.3475], [1.2426, 3.6004, -2.5868], [-2.9533, 0.7221, -6.2304], [-2.1137, -1.0681, -3.0572], [3.9128, 1.3833, -2.0469], [0.4387, -2.4782, -3.6689], [-0.4126, -3.0089, 2.7720], [-3.4473, 1.6832, -3.5348], [-0.9339, 0.3407, 1.3840], [-1.8339, -0.0629, -4.4661], [0.8783, 4.5615, -2.9495], [0.8719, -0.9419, 2.6628], [-1.5333, 0.8372, 0.1783], [6.2626, 1.3668, 2.2665], [-0.4023, 2.6958, -1.4077], [-2.0167, 0.7854, -5.6764], [2.9507, 1.1332, 2.3074], [-1.2107, 0.5997, -6.3865], [-0.2577, 0.3110, 2.6531], [-2.8333, -1.7714, 5.8211], [4.7775, 0.6376, 4.3811], [-4.5036, -0.6969, -1.6244], [0.1691, 2.6300, -2.3335], [5.3604, -0.8235, 3.6900], [0.8059, -1.4908, -3.7706], [2.1024, -0.9539, -0.3814], [-3.2355, -1.5866, 3.0277], [1.6078, 0.0856, -3.7508], [1.2932, -0.9433, 4.7493], [0.2258, -0.1028, 2.9206], [4.1724, 1.6399, 1.7537], [0.1275, -2.6531, 4.0279], [4.7729, 1.5404, -2.6978], [-5.2246, 0.5671, -3.7022], [0.8391, -0.6930, -1.9508], [1.3900, 0.3628, -1.1125], [-1.9031, 0.4751, 3.4532], [-0.5454, 0.3589, -2.7684], [-0.7550, -0.3779, 3.7003]]}

Record 2
{"formula": "C49H104BBrN9O13P2S", "method": "ωB97M-V/def2-TZVPD", "total_charge": -1, "total_energy_ev": -192659.1633, "e_homo_ev": -3.74, "elements": ["H", "O", "C", "H", "H", "C", "H", "H", "C", "O", "H", "H", "H", "C", "H", "H", "H", "C", "H", "H", "H", "H", "H", "H", "C", "O", "S", "H", "C", "C", "H", "H", "C", "H", "H", "H", "C", "H", "C", "H", "H", "H", "C", "H", "C", "H", "H", "H", "H", "O", "H", "H", "C", "H", "O", "C", "H", "H", "H", "H", "C", "H", "C", "H", "H", "H", "C", "H", "H", "C", "H", "H", "H", "H", "H", "H", "H", "H", "C", "C", "N", "H", "O", "H", "H", "C", "C", "C", "C", "H", "H", "H", "H", "C", "H", "H", "C", "H", "H", "H", "H", "C", "H", "N", "H", "N", "C", "H", "O", "H", "H", "H", "C", "C", "N", "C", "H", "H", "H", "C", "P", "H", "C", "H", "N", "N", "O", "O", "H", "C", "H", "C", "H", "O", "C", "H", "O", "N", "H", "H", "H", "H", "C", "C", "H", "H", "C", "H", "C", "C", "H", "C", "H", "H", "C", "H", "H", "H", "H", "N", "H", "O", "P", "C", "H", "Br", "O", "C", "C", "C", "H", "H", "B", "H", "H", "H", "C", "H", "H", "N"], "positions_angstrom": [[-5.9447, 6.8584, -4.6862], [-5.7779, 4.1766, -5.3705], [10.9573, -4.1821, 3.3159], [6.7320, -1.1078, 2.3260], [6.3449, 2.3383, 7.5950], [-4.9814, 4.9910, 2.7371], [2.8936, 3.4167, -3.6757], [0.0856, 0.8765, -0.7698], [10.3073, -1.8595, 3.1519], [4.4995, 1.5919, 3.8828], [11.8667, -4.7791, 3.3562], [-6.5607, 2.8297, 0.9674], [-6.9300, 0.9909, 4.7112], [-1.8974, 3.6077, -5.8551], [1.6527, 4.0242, -4.7934], [-3.0647, 0.9857, 1.4186], [-6.0206, 10.4060, -1.0167], [-8.9601, 5.8064, -5.1443], [1.8559, 0.6205, 0.4954], [3.1942, -0.5955, -1.2791], [-6.9837, -1.5814, -0.1192], [6.4809, -2.8745, 0.8901], [-4.0698, -4.1745, -2.0077], [5.4779, -1.7199, 3.4021], [-7.8285, -1.9195, 1.7467], [-4.3847, 7.6817, -3.7926], [-5.7777, -4.9833, 2.6686], [-2.8393, 3.2685, -5.4310], [-4.6829, 10.3943, -3.4561], [0.7094, -1.0804, -0.2694], [-5.4305, 10.1803, -4.2210], [10.6770, -0.8210, 3.0746], [-5.6045, 2.9236, 1.4824], [-5.1120, 9.0347, -0.3513], [-9.1611, 6.4432, -4.2795], [9.9003, -9.2323, -0.9679], [-6.9656, 4.3968, -5.2451], [-5.6924, -2.6931, 4.4658], [-4.5021, -1.9685, -0.6591], [-4.6901, 6.0267, 0.4453], [1.8954, -0.8250, 1.4818], [-5.6105, 0.0744, 5.4724], [3.2534, -0.9033, -0.2263], [-9.4567, 4.8489, -5.0001], [-2.6539, 0.1416, 0.8661], [3.7462, -0.5803, 2.4354], [-7.0698, -0.7424, 4.8791], [10.3563, -4.4864, 2.4549], [-9.3631, 6.2840, -6.0412], [-2.6980, -6.5975, 1.1304], [-6.8953, -3.2238, 0.4131], [-1.0658, 3.1991, -5.2782], [-1.7552, -5.8802, -1.6856], [4.1648, 3.0937, 5.2087], [9.2068, -5.6890, 1.2114], [4.6821, -0.3964, 1.9108], [7.8693, -8.1002, 1.3222], [-5.9115, 4.9809, 3.3104], [6.3518, -5.5599, 1.5359], [-6.1474, 6.6818, -6.4415], [-0.7795, -8.1413, -1.5442], [5.0753, 0.5659, 2.2712], [-2.9711, 5.8000, -5.2837], [-4.2070, 4.4702, 3.3043], [5.3914, -0.7501, -0.1029], [-4.8094, -1.0449, -1.1598], [9.7454, -8.2011, -1.2919], [-2.5006, -3.7550, -2.7972], [-2.8978, -1.7443, -2.0529], [1.1835, 3.0616, -1.8386], [-0.0841, 5.4410, -1.8318], [6.5771, 0.2668, 5.0769], [-1.1186, -0.3217, -1.1832], [10.7078, -7.7619, -1.5468], [-3.6521, -6.7227, 1.0636], [0.0336, -10.0793, -1.5291], [-3.8696, 5.5666, -5.8513], [10.3690, -4.3476, 4.2201], [-1.9871, -7.4914, 0.3623], [-3.0595, -1.1317, 1.6267], [-1.8420, 5.0603, -5.8322], [-5.7060, 2.5714, 2.5053], [-5.7524, -0.0566, 3.3924], [13.1924, -2.7178, 4.0899], [-3.1212, 5.5112, -4.2447], [7.8070, -7.8747, 0.2570], [-1.7497, -8.7191, 0.9354], [-1.5298, -7.1710, -0.9021], [-5.0645, 9.8785, -1.0364], [-0.7522, -5.5790, -2.0456], [-0.3943, -7.8929, -2.5280], [2.5434, 5.1571, -3.7446], [-2.9647, -0.8513, 2.6903], [4.5257, -0.2738, 0.3767], [9.1075, -8.1967, -2.1780], [4.8164, 1.5678, 8.0825], [5.2970, 2.1893, 7.3236], [-4.8720, 2.3117, 0.9603], [-7.6964, 3.5858, -5.0859], [-4.7171, 7.4522, -1.7984], [-4.4104, -4.5723, 0.4088], [-6.6810, 6.7848, -5.4943], [-2.1435, -8.9336, 1.9201], [-7.5328, 5.6192, -5.2908], [-0.8146, 1.3174, 1.2264], [5.2149, 1.5362, 6.0345], [9.6867, -6.3641, 0.3182], [-5.2324, -2.7022, -1.0243], [9.1219, -2.1188, 3.1791], [1.0211, -1.4530, -1.2517], [4.7141, -2.9098, 1.0046], [12.7887, -1.3022, 3.0977], [-0.7554, 5.6794, -6.3137], [-0.4084, -0.0253, -0.4051], [9.1097, -7.4469, -0.2302], [-4.6227, 8.1156, -2.6738], [-2.7851, 6.8689, -5.3316], [4.5431, 0.7791, 0.0770], [7.4807, -8.7589, -0.2848], [5.6360, -2.7964, 1.5827], [-4.8749, -1.7390, 1.2228], [-5.1947, -0.3335, 0.9380], [-0.0485, 4.8963, -2.7770], [13.1822, -2.8459, 2.3147], [11.3001, -2.7688, 3.2120], [-2.3278, -4.7509, -0.9693], [0.3693, 2.8830, -0.9628], [0.2340, 5.1223, -6.7867], [-0.9677, 4.3156, -2.8728], [-3.1246, -2.3955, -1.1982], [-3.6953, 10.3308, -3.9149], [-3.0473, -3.8207, -1.8396], [3.2721, -1.9984, -0.2140], [-8.3085, -2.6286, 2.5772], [6.7078, -4.8055, 2.2530], [-7.2884, 7.6885, -5.5129], [-5.1350, 4.4979, -0.8129], [-4.7874, 9.4202, -2.3832], [-0.8240, 6.7797, -6.2448], [-2.3297, -6.0930, -2.5918], [-1.5851, -4.3037, -0.4502], [-1.8087, 3.2534, -6.8831], [-1.0162, -9.6618, 0.2753], [5.8211, 0.2240, 5.8619], [-2.9126, 0.1154, -0.1917], [7.6333, -4.3523, 1.9165], [12.6943, -2.3838, 3.1764], [-4.8390, 11.3965, -3.0644], [1.9493, -0.4702, 0.4491], [-1.0951, 0.3001, 0.9369], [-4.6721, 6.0239, 2.5814], [-6.3547, 0.0607, 4.6710], [-2.2341, -2.3263, -0.5691], [6.2804, -0.0980, 6.7935], [-6.7626, -2.1920, 0.7604], [10.6701, -6.1290, -0.1251], [0.0256, 5.6005, -3.6032], [7.0829, -7.0735, 0.1180], [-0.6923, -0.3862, 1.6893], [1.0974, 4.0043, -2.7836], [-3.0916, -4.1444, 2.1859], [5.6747, -3.8787, 2.5246], [-4.3904, -3.9387, 1.6715], [5.7023, -1.4704, 2.3626], [-0.8563, -10.6139, 0.7648], [-8.6856, -0.0720, 1.6132], [-4.9483, -2.1476, 4.1840], [-0.5431, -9.3472, -0.9698], [2.1056, 4.1570, -3.8069], [-4.9949, 4.9711, 0.2986], [5.0588, -0.4955, 5.5624], [2.0867, 2.4334, -1.9334], [-5.2486, -1.3273, 3.0929], [-2.3135, -1.9327, 1.5263], [6.9206, -5.3476, 3.1810], [4.7990, 3.1565, 7.2919], [4.5933, 2.1018, 4.9814], [-4.2743, 10.5576, -0.7091], [0.3205, -1.9099, 0.3336], [-5.1848, 4.3257, 1.4682]]}

Ordered energy relative to the best compared isomer or geometry (same formula, charge and spin) results: 2255.5, 0.0; unit kcal per mole.